Record 1
Molecular formula: C28H42BCaN6O3S4
Method: DFT, ωB97M-V with the def2-TZVPD basis set

Output
Electronic energy (eV): -107256.1857
Lowest unoccupied orbital energy (eV): -2.99
Total charge: +1

Geometry as XYZ:
```
85
C28H42BCaN6O3S4 ωB97M-V with the def2-TZVPD basis set
Ca 0.36 1.66 -1.42
C -3.63 -2.83 1.14
C -2.78 -2.29 2.23
C -3.00 -2.43 3.58
C -2.11 -1.82 4.52
N -1.13 -1.05 4.14
N -0.93 -0.91 2.86
B -0.04 -0.05 1.93
N -0.29 1.44 2.18
N 0.34 1.77 3.30
C 0.45 3.01 3.67
C -0.09 4.04 2.88
C -0.82 3.72 1.77
C -1.44 4.77 0.91
C -0.94 2.34 1.41
S -1.88 1.90 0.07
C 1.18 3.25 4.97
C 1.21 4.73 5.33
C 2.61 2.71 4.81
C 0.48 2.44 6.07
N 1.44 -0.42 1.96
N 1.71 -1.54 2.62
C 2.91 -2.06 2.61
C 3.93 -1.49 1.81
C 3.68 -0.32 1.14
C 4.69 0.35 0.28
C 2.38 0.27 1.26
S 2.13 1.82 0.64
C 3.16 -3.27 3.47
C 1.88 -3.68 4.20
C 4.25 -2.93 4.50
C 3.65 -4.45 2.61
C -1.65 -1.51 1.90
S -0.92 -1.00 0.44
C -2.28 -2.05 6.01
C -3.62 -1.45 6.46
C -1.14 -1.38 6.78
C -2.27 -3.56 6.28
H -4.45 -3.43 1.52
H -3.03 -3.43 0.45
H -4.02 -1.99 0.56
H -3.85 -3.00 3.94
H 0.06 5.07 3.15
H -1.25 5.75 1.33
H -2.52 4.60 0.85
H -1.04 4.71 -0.10
H 1.76 5.30 4.58
H 1.72 4.86 6.28
H 0.20 5.13 5.42
H 3.13 3.23 4.00
H 2.58 1.65 4.59
H 3.16 2.87 5.73
H -0.54 2.79 6.21
H 1.02 2.56 7.00
H 0.46 1.39 5.79
H 4.90 -1.95 1.74
H 5.54 -0.31 0.08
H 5.05 1.25 0.79
H 4.25 0.67 -0.66
H 1.49 -2.85 4.78
H 2.10 -4.52 4.86
H 1.12 -3.99 3.48
H 3.94 -2.09 5.11
H 5.19 -2.68 4.01
H 4.42 -3.78 5.15
H 2.91 -4.72 1.86
H 3.81 -5.31 3.25
H 4.59 -4.23 2.11
H -3.66 -0.39 6.24
H -3.72 -1.58 7.54
H -4.46 -1.95 5.98
H -1.16 -0.30 6.64
H -0.18 -1.76 6.45
H -1.26 -1.60 7.84
H -3.14 -4.05 5.84
H -2.30 -3.72 7.36
H -1.37 -4.02 5.89
C 2.63 -1.04 -3.36
S 1.39 0.24 -3.13
O 2.07 1.42 -2.57
O 0.69 0.53 -4.34
O 0.50 -0.26 -2.04
H 3.57 -0.56 -3.62
H 2.29 -1.69 -4.16
H 2.70 -1.58 -2.43
```

***

Record 2
Molecular formula: C55H61N7O5TaTe
Method: DFT, ωB97M-V with the def2-TZVPD basis set

Output
Electronic energy (eV): -87519.0599
Lowest unoccupied orbital energy (eV): -8.14
Total charge: +3

Geometry as XYZ:
```
130
C55H61N7O5TaTe ωB97M-V with the def2-TZVPD basis set
Ta 0.58 0.39 0.32
C 3.73 -6.38 1.39
C 2.80 -5.23 1.21
C 1.46 -5.39 0.93
C 0.53 -4.32 0.79
C -0.78 -4.83 0.56
N -2.00 -4.36 0.68
C -2.51 -3.10 1.21
C -2.85 -3.23 2.69
C -1.62 -3.25 3.60
N -0.94 -1.95 3.56
C -0.95 -1.12 4.55
C -0.35 0.18 4.55
C -0.43 0.93 5.74
C 0.14 2.19 5.87
C 0.05 2.98 7.14
C 0.81 2.69 4.76
C 0.89 2.00 3.55
C 1.69 2.53 2.47
N 1.81 2.04 1.29
C 2.83 2.75 0.48
C 3.39 1.79 -0.54
C 3.83 0.48 0.09
N 2.68 -0.42 0.45
C 3.10 -1.57 0.85
C 2.41 -2.81 1.05
C 3.25 -3.91 1.25
C 1.00 -2.96 0.86
O 0.25 -1.93 0.74
C 0.30 0.73 3.42
O 0.36 0.06 2.29
H 3.18 -7.31 1.53
H 4.37 -6.24 2.27
H 4.38 -6.50 0.53
H 1.08 -6.40 0.84
H -0.79 -5.87 0.25
H -2.72 -5.04 0.46
H -3.40 -2.86 0.63
H -1.77 -2.34 1.02
H -3.43 -4.14 2.88
H -3.50 -2.39 2.97
H -0.90 -4.01 3.28
H -1.89 -3.47 4.63
H -0.49 -1.67 2.69
H -1.44 -1.44 5.46
H -0.94 0.49 6.59
H -0.48 2.42 7.91
H -0.49 3.91 6.97
H 1.04 3.22 7.51
H 1.29 3.66 4.82
H 2.29 3.40 2.73
H 3.61 3.12 1.14
H 2.35 3.60 0.00
H 4.23 2.24 -1.07
H 2.64 1.62 -1.31
H 4.40 0.69 1.01
H 4.48 -0.07 -0.59
H 4.18 -1.66 0.98
H 4.30 -3.72 1.40
C -2.87 -4.45 -3.19
O -2.00 -3.34 -3.36
C -2.18 -2.59 -4.48
C -3.16 -2.84 -5.44
C -3.23 -2.04 -6.58
C -2.35 -0.99 -6.77
C -1.39 -0.73 -5.80
C -1.31 -1.51 -4.66
N -0.27 -1.24 -3.71
C -0.47 -0.78 -2.46
N -1.74 -0.64 -2.09
C -2.31 -0.38 -0.84
C -1.60 0.00 0.29
C -2.39 0.25 1.43
C -3.76 0.12 1.44
C -4.45 -0.27 0.29
C -3.72 -0.52 -0.85
O -4.25 -0.94 -2.03
C -5.61 -0.59 -2.33
N 0.57 -0.50 -1.64
C 1.84 -0.67 -2.32
C 2.50 -1.90 -2.26
C 3.69 -2.11 -2.93
C 4.23 -1.08 -3.70
C 3.56 0.13 -3.81
C 2.36 0.33 -3.14
O 1.70 1.53 -3.19
C 1.37 2.05 -4.48
H -2.54 -4.95 -2.28
H -2.78 -5.15 -4.02
H -3.91 -4.13 -3.08
H -3.85 -3.66 -5.33
H -3.99 -2.26 -7.32
H -2.40 -0.39 -7.66
H -0.70 0.09 -5.93
H 0.67 -1.23 -4.06
H -2.43 -0.89 -2.79
H -1.93 0.61 2.34
H -4.33 0.35 2.34
H -5.53 -0.35 0.29
H -5.80 -0.98 -3.32
H -5.71 0.50 -2.33
H -6.30 -1.04 -1.63
H 2.05 -2.70 -1.69
H 4.19 -3.06 -2.88
H 5.16 -1.22 -4.23
H 3.97 0.93 -4.41
H 1.52 3.13 -4.45
H 0.32 1.84 -4.69
H 2.00 1.62 -5.26
C 1.32 8.29 1.82
C 0.88 6.96 1.29
C 0.01 6.15 2.01
C -0.42 4.92 1.53
C -1.46 4.18 2.33
C 0.07 4.47 0.29
Te -0.69 2.64 -0.46
C 0.91 5.30 -0.48
C 1.38 4.93 -1.86
C 1.30 6.52 0.04
H 0.90 8.49 2.80
H 1.01 9.09 1.15
H 2.41 8.34 1.90
H -0.36 6.50 2.97
H -1.53 4.58 3.34
H -1.27 3.10 2.39
H -2.44 4.29 1.86
H 1.39 3.85 -2.03
H 2.38 5.31 -2.04
H 0.73 5.38 -2.61
H 1.95 7.16 -0.55
```

***

Record 3
Molecular formula: C28H42N2O4
Method: DFT, ωB97M-V with the def2-TZVPD basis set

Output
Electronic energy (eV): -40888.1559
Lowest unoccupied orbital energy (eV): 0.69
Energy above the lowest of the compared OMol25 structures with the same formula, charge and spin (kJ/mol): 8.0

Geometry as XYZ:
```
76
C28H42N2O4 ωB97M-V with the def2-TZVPD basis set
C 2.52 3.15 3.18
C 1.81 1.82 3.08
O 2.50 1.02 2.13
C 1.96 -0.25 1.93
O 0.62 -0.18 1.50
C 0.48 0.36 0.24
C -0.76 1.15 -0.04
O -0.70 2.10 -0.81
N -1.91 0.80 0.58
C -2.20 -0.46 1.22
C -3.15 -1.27 0.34
N -4.37 -0.52 0.13
C -5.39 -1.28 -0.57
C -6.72 -0.58 -0.52
C -7.51 -0.45 -1.65
C -8.74 0.19 -1.58
C -9.18 0.71 -0.37
C -8.39 0.58 0.76
C -7.17 -0.06 0.69
C -4.07 0.73 -0.55
C -3.11 1.56 0.31
C 1.44 0.28 -0.68
C 2.71 -0.49 -0.50
C 3.94 0.29 -1.01
C 4.01 1.72 -0.47
C 5.27 2.42 -0.96
C 5.32 2.44 -2.48
C 5.25 1.02 -3.03
C 3.99 0.32 -2.54
C 2.86 -1.01 0.94
C 2.55 -2.51 1.03
C 3.65 -3.38 0.42
C 3.23 -4.85 0.38
O 2.10 -5.07 -0.43
H 2.02 3.78 3.91
H 3.55 3.00 3.49
H 2.52 3.64 2.21
H 0.77 1.96 2.76
H 1.80 1.30 4.05
H 1.90 -0.79 2.89
H -1.28 -1.02 1.40
H -2.69 -0.26 2.18
H -3.40 -2.21 0.85
H -2.65 -1.52 -0.61
H -5.11 -1.47 -1.62
H -5.48 -2.25 -0.07
H -7.17 -0.85 -2.59
H -9.35 0.28 -2.47
H -10.14 1.21 -0.32
H -8.74 0.99 1.70
H -6.55 -0.15 1.56
H -5.00 1.28 -0.70
H -3.60 0.55 -1.54
H -2.83 2.47 -0.21
H -3.60 1.80 1.26
H 1.26 0.76 -1.63
H 2.62 -1.36 -1.16
H 4.83 -0.25 -0.67
H 3.13 2.27 -0.82
H 3.98 1.70 0.61
H 5.30 3.44 -0.57
H 6.15 1.90 -0.57
H 4.48 3.02 -2.86
H 6.24 2.93 -2.82
H 5.27 1.04 -4.12
H 6.13 0.46 -2.70
H 3.12 0.86 -2.93
H 3.95 -0.70 -2.94
H 3.89 -0.84 1.29
H 1.60 -2.72 0.53
H 2.43 -2.80 2.08
H 3.88 -3.04 -0.59
H 4.56 -3.29 1.01
H 2.95 -5.19 1.37
H 4.08 -5.46 0.03
H 2.30 -4.77 -1.33
```

***

no.,frontier orbital gap (eV)
1,7.5
2,6.2
3,9.4